No. 1
{"formula": "C5H11N2", "method": "ωB97M-V/def2-TZVPD", "species": ["C", "C", "C", "N", "C", "C", "N", "H", "H", "H", "H", "H", "H", "H", "H", "H", "H", "H"], "xyz": [[2.623, 0.103, 0.784], [1.650, 0.749, -0.047], [1.388, 0.429, -1.462], [0.419, 0.169, -0.423], [-0.893, -0.159, -0.413], [-1.755, -0.274, 0.645], [-3.106, -0.605, 0.155], [3.526, 0.740, 1.121], [2.929, -0.852, 0.199], [2.072, -0.260, 1.699], [1.606, 1.890, 0.202], [1.270, 1.178, -2.174], [1.927, -0.452, -1.890], [-1.357, -0.425, -1.308], [-1.605, -0.065, 1.711], [-3.381, -0.051, -0.658], [-3.675, -0.448, 0.966], [-3.034, -1.635, -0.066]], "mulliken_charge": [-1.086, 0.391, -0.796, 0.014, -0.187, -0.474, -0.280, 0.322, 0.276, 0.243, 0.291, 0.298, 0.213, 0.349, 0.335, 0.359, 0.339, 0.393], "smiles": "C[C@H]1CN1/C=C/[NH3+]", "energy_ha": -306.2634, "e_above_lowest_kj_mol": 315.3, "e_lumo_ev": -3.464, "spin_multiplicity": 1, "homo_lumo_gap_ev": 8.906, "total_charge": 1}


No. 2
{"formula": "C39H49AsIN7O2PtS2", "method": "ωB97M-V/def2-TZVPD", "species": ["Pt", "C", "N", "C", "S", "N", "C", "H", "H", "H", "H", "H", "H", "H", "H", "C", "C", "C", "C", "C", "C", "As", "C", "C", "C", "C", "C", "C", "C", "C", "C", "C", "C", "C", "H", "H", "H", "H", "H", "H", "H", "H", "H", "H", "H", "H", "H", "H", "H", "C", "C", "C", "N", "N", "C", "N", "S", "H", "H", "H", "H", "H", "H", "H", "C", "C", "C", "C", "C", "C", "H", "H", "H", "H", "H", "H", "H", "H", "H", "O", "C", "N", "C", "O", "C", "C", "C", "C", "N", "C", "H", "H", "H", "H", "H", "H", "H", "H", "I", "C", "H", "H"], "xyz": [[0.188, -0.560, 0.026], [-2.843, 1.330, 4.090], [-3.352, 0.283, 3.208], [-2.768, -0.196, 2.114], [-1.284, 0.539, 1.611], [-3.332, -1.183, 1.432], [-4.567, -1.891, 1.744], [-2.420, 0.892, 4.993], [-3.664, 1.992, 4.358], [-2.075, 1.908, 3.588], [-4.240, -0.112, 3.471], [-2.798, -1.569, 0.663], [-5.176, -1.355, 2.464], [-4.353, -2.883, 2.144], [-5.157, -1.987, 0.835], [4.750, 3.650, 0.118], [3.392, 3.862, 0.320], [2.575, 2.807, 0.699], [3.118, 1.536, 0.874], [4.479, 1.325, 0.675], [5.290, 2.385, 0.295], [2.042, 0.078, 1.512], [3.311, -1.316, 1.913], [3.990, -1.236, 3.131], [5.012, -2.127, 3.411], [5.373, -3.090, 2.478], [4.715, -3.153, 1.260], [3.689, -2.265, 0.972], [1.429, 0.596, 3.279], [1.110, -0.399, 4.203], [0.657, -0.061, 5.468], [0.512, 1.274, 5.821], [0.823, 2.267, 4.905], [1.280, 1.930, 3.637], [5.388, 4.475, -0.172], [2.970, 4.850, 0.192], [1.518, 2.986, 0.860], [4.913, 0.343, 0.816], [6.348, 2.219, 0.144], [3.742, -0.474, 3.858], [5.532, -2.062, 4.357], [6.173, -3.784, 2.699], [4.999, -3.896, 0.526], [3.191, -2.313, 0.016], [1.247, -1.446, 3.963], [0.438, -0.842, 6.184], [0.173, 1.539, 6.814], [0.726, 3.310, 5.177], [1.539, 2.724, 2.951], [-3.432, -5.444, -1.986], [-3.828, -4.045, -1.507], [-2.767, -3.035, -1.790], [-2.139, -2.369, -0.890], [-1.189, -1.515, -1.396], [-1.103, -1.567, -2.714], [-0.278, -0.836, -3.472], [-2.227, -2.678, -3.403], [-4.222, -6.154, -1.752], [-2.515, -5.773, -1.498], [-3.275, -5.466, -3.065], [-3.988, -4.043, -0.428], [-4.760, -3.732, -1.983], [0.582, -0.512, -3.041], [-0.246, -1.027, -4.460], [3.283, -1.734, -4.243], [3.777, -1.104, -2.934], [4.826, -2.013, -2.284], [4.385, 0.277, -3.213], [2.631, -0.940, -2.013], [1.701, -0.801, -1.254], [4.128, -1.912, -4.908], [2.589, -1.067, -4.759], [2.786, -2.687, -4.057], [5.685, -2.109, -2.950], [4.422, -3.010, -2.102], [5.171, -1.599, -1.336], [5.220, 0.179, -3.908], [4.751, 0.736, -2.293], [3.645, 0.944, -3.662], [-6.065, 3.039, -1.576], [-5.489, 3.412, -2.816], [-4.062, 3.422, -2.645], [-3.317, 2.314, -2.875], [-3.728, 1.289, -3.381], [-1.877, 2.391, -2.443], [-0.930, 3.249, -2.980], [0.392, 3.115, -2.577], [0.725, 2.125, -1.672], [-0.194, 1.306, -1.147], [-1.466, 1.445, -1.523], [-7.020, 2.977, -1.685], [-5.813, 4.410, -3.114], [-5.723, 2.692, -3.600], [-3.663, 4.159, -2.087], [-1.211, 3.992, -3.716], [1.167, 3.749, -2.983], [1.753, 1.938, -1.400], [-2.185, 0.762, -1.097], [0.755, -4.044, 0.407], [0.017, -2.238, 1.227], [0.457, -2.086, 2.203], [-1.053, -2.392, 1.299]], "mulliken_charge": [5.600, -0.958, -0.094, 0.993, -0.301, 0.160, -1.150, 0.325, 0.364, 0.355, 0.097, -0.526, 0.523, 0.288, 0.304, -0.857, -1.066, -0.198, 1.141, -0.859, -0.796, 0.897, 0.457, -0.565, -0.958, -0.688, -1.084, -0.374, 0.825, -0.685, -1.058, -0.741, -0.711, -0.354, 0.439, 0.517, 0.448, 0.218, 0.506, 0.568, 0.460, 0.431, 0.514, 0.475, 0.405, 0.474, 0.429, 0.453, 0.321, -1.189, -0.369, 0.157, -1.042, 0.466, 0.291, -0.060, -0.141, 0.392, 0.306, 0.370, 0.091, 0.344, -0.474, 0.334, -1.651, 2.058, -1.629, -1.516, -0.174, -1.335, 0.470, 0.343, 0.320, 0.505, 0.338, 0.203, 0.455, 0.211, 0.316, -0.522, -0.504, -0.178, 0.180, -0.643, -0.205, -0.331, -1.466, -0.426, -0.646, 0.032, 0.317, 0.374, 0.358, 0.264, 0.556, 0.555, 0.893, 0.494, 0.019, -1.622, 0.315, 0.830], "energy_ha": -5497.9917, "e_above_lowest_kj_mol": 54.0, "e_lumo_ev": -5.211, "spin_multiplicity": 1, "homo_lumo_gap_ev": 8.156, "total_charge": 2}


No. 3
{"formula": "C4H5N3", "method": "ωB97M-V/def2-TZVPD", "species": ["H", "N", "C", "C", "C", "N", "C", "N", "H", "H", "H", "H"], "xyz": [[-1.893, 1.626, -1.124], [-1.746, 1.179, -0.231], [-0.584, 0.613, -0.214], [0.518, 0.451, -1.111], [1.438, -0.441, -0.614], [0.869, -1.101, 0.442], [-0.321, -0.400, 0.863], [-1.033, -0.549, 1.913], [-1.796, 0.122, 1.965], [0.586, 0.861, -2.125], [2.259, -0.955, -0.992], [1.701, -1.405, 1.228]], "mulliken_charge": [0.242, -0.700, 0.866, -0.655, -0.294, -0.278, 0.184, -0.695, 0.298, 0.293, 0.413, 0.326], "smiles": "[H]/N=C1\\C=CN\\C1=N\\[H]", "energy_ha": -319.6239, "e_above_lowest_kj_mol": 232.0, "e_lumo_ev": -0.297, "spin_multiplicity": 1, "homo_lumo_gap_ev": 8.358, "total_charge": 0}